Record 1
{"formula": "C3H5NSi", "method": "ωB97M-V/def2-TZVPD", "symbols": ["C", "C", "Si", "C", "N", "H", "H", "H", "H", "H"], "positions_angstrom": [[1.682, -0.819, -0.303], [0.722, -0.345, 0.392], [-0.587, 0.896, -0.101], [-2.236, -0.025, -0.251], [-3.150, -0.709, -0.092], [2.374, -1.461, 0.106], [1.763, -0.454, -1.340], [0.608, -0.605, 1.438], [-0.922, 1.579, 1.166], [-0.254, 1.943, -1.016]], "atomic_forces_ev_per_a": [[0.739, 0.892, -3.183], [-2.987, 1.571, 1.750], [-0.640, -0.723, 1.900], [0.516, -0.007, -0.304], [0.105, 0.229, -0.161], [1.638, -1.449, 0.532], [0.426, -0.631, 0.395], [0.044, -0.268, 0.140], [0.125, 0.186, -0.016], [0.034, 0.201, -1.053]], "lowdin_charge": [-0.069, -0.335, 0.635, -0.354, 0.056, 0.036, 0.070, 0.059, -0.038, -0.060], "homo_lumo_gap_ha": 0.4375, "total_charge": 0, "smiles": "C=C[SiH2]C#N"}

Record 2
{"formula": "C3H8N3O", "method": "ωB97M-V/def2-TZVPD", "symbols": ["C", "N", "C", "N", "C", "N", "O", "H", "H", "H", "H", "H", "H", "H", "H"], "positions_angstrom": [[-1.962, 0.753, 0.380], [-1.188, -0.225, 0.586], [-0.082, -0.464, -0.342], [0.417, -1.871, -0.075], [1.171, 0.391, 0.067], [0.976, 1.670, -0.155], [2.166, -0.144, 0.490], [-2.872, 0.940, 1.066], [-1.819, 1.449, -0.429], [-0.327, -0.282, -1.423], [0.020, -2.444, 0.622], [0.486, -2.477, -0.874], [1.386, -1.562, 0.181], [-0.044, 1.846, -0.306], [1.674, 2.421, 0.214]], "atomic_forces_ev_per_a": [[-1.391, -0.151, 1.417], [0.128, -0.277, -0.514], [-0.772, -0.129, 0.619], [0.990, 1.242, -1.827], [-0.366, 0.116, -0.313], [-0.308, 2.410, 0.603], [0.476, -0.862, 0.107], [1.713, -0.390, -1.037], [-0.276, 0.353, -0.577], [0.205, -0.537, 0.921], [-1.150, -0.071, 1.596], [-0.022, -0.027, -0.867], [0.818, -0.720, 0.662], [1.920, 0.920, 0.186], [-1.965, -1.878, -0.975]], "lowdin_charge": [-0.002, 0.033, -0.208, 0.242, -0.512, 0.199, 0.109, 0.133, 0.077, 0.185, 0.154, 0.167, 0.118, 0.098, 0.206], "homo_lumo_gap_ha": 0.4159, "total_charge": 1, "smiles": "C=N[C@H]([NH3+])C(N)=O"}

Record 3
{"formula": "C3H6NO2", "method": "ωB97M-V/def2-TZVPD", "symbols": ["O", "C", "N", "C", "O", "C", "H", "H", "H", "H", "H", "H"], "positions_angstrom": [[0.855, 2.092, -0.226], [0.450, 0.988, 0.057], [-0.627, 0.452, -0.625], [-0.885, -0.966, -0.845], [-1.258, -1.685, 0.187], [0.974, 0.214, 1.262], [-0.998, 1.054, -1.344], [-0.072, -1.400, -1.448], [-1.652, -0.956, -1.627], [0.635, 0.761, 2.143], [0.516, -0.771, 1.249], [2.063, 0.217, 1.217]], "atomic_forces_ev_per_a": [[0.185, 0.232, -0.065], [-0.261, 0.187, 0.403], [0.116, -0.254, 0.142], [0.139, 1.483, -0.758], [-0.090, -0.655, 0.295], [-0.415, 0.217, -0.960], [0.214, 0.166, 0.023], [0.376, -0.552, 0.413], [-0.624, -0.373, -0.044], [0.080, -0.088, 0.000], [0.404, -0.182, 0.409], [-0.124, -0.182, 0.141]], "lowdin_charge": [0.053, -0.530, 0.069, -0.361, 0.079, 0.017, 0.134, 0.154, 0.149, 0.094, 0.053, 0.088], "homo_lumo_gap_ha": [0.3866, 0.2783], "spin_multiplicity": 2, "s_squared": 0.755, "total_charge": 0}

Record 4
{"formula": "C29H27BO4", "method": "ωB97M-V/def2-TZVPD", "symbols": ["C", "C", "C", "C", "C", "B", "O", "C", "C", "C", "C", "O", "C", "O", "O", "H", "H", "H", "H", "H", "H", "H", "H", "H", "H", "H", "H", "H", "H", "C", "C", "C", "C", "C", "C", "C", "C", "C", "C", "C", "C", "C", "C", "C", "C", "C", "C", "C", "H", "H", "H", "H", "H", "H", "H", "H", "H", "H", "H", "H", "H"], "positions_angstrom": [[4.670, -2.230, 0.057], [3.840, -1.420, -0.778], [3.849, -0.905, -2.062], [2.603, -0.206, -2.276], [1.775, -0.796, -1.323], [1.588, 1.892, 1.128], [0.835, 0.852, 1.635], [0.121, 1.787, 2.443], [0.357, 3.299, 1.809], [-0.619, 4.283, 2.371], [0.244, 3.263, 0.321], [1.035, 2.348, -0.189], [1.967, 3.517, 2.133], [2.720, 2.367, 1.687], [2.618, -1.076, -0.236], [5.567, -1.717, 0.371], [4.128, -2.535, 0.953], [4.997, -3.139, -0.454], [4.563, -1.006, -2.872], [2.274, 0.445, -3.104], [-0.937, 1.518, 2.423], [0.594, 1.762, 3.441], [-0.330, 5.325, 2.221], [-1.549, 4.060, 1.833], [-0.715, 4.079, 3.423], [0.970, -0.075, -0.775], [-0.321, 4.002, -0.214], [2.360, 4.381, 1.579], [2.200, 3.581, 3.213], [-0.054, -0.765, -0.592], [-0.436, -1.551, -1.848], [0.009, -1.332, -3.200], [-0.723, -1.888, -4.252], [-1.724, -2.835, -3.980], [-1.941, -3.204, -2.653], [-1.500, -2.401, -1.620], [-0.401, -1.488, 0.754], [-1.538, -0.876, 1.389], [-2.187, -1.367, 2.509], [-1.669, -2.490, 3.141], [-0.522, -3.090, 2.598], [0.076, -2.634, 1.399], [-2.007, 0.213, 0.559], [-1.153, 0.360, -0.557], [-1.624, 1.139, -1.599], [-2.992, 1.491, -1.635], [-3.845, 1.278, -0.510], [-3.274, 0.801, 0.667], [0.942, -0.820, -3.469], [-0.549, -1.541, -5.264], [-2.298, -3.297, -4.789], [-2.628, -3.979, -2.348], [-1.973, -2.392, -0.641], [-3.044, -0.839, 2.910], [-2.148, -2.917, 4.009], [-0.087, -3.942, 3.124], [0.941, -3.165, 1.006], [-0.923, 1.501, -2.330], [-3.388, 1.971, -2.532], [-4.897, 1.535, -0.604], [-3.846, 0.866, 1.598]], "atomic_forces_ev_per_a": [[1.230, -1.185, 0.962], [-2.251, 2.103, -1.812], [0.292, 0.699, 0.189], [-0.574, -1.846, -0.310], [4.728, 3.858, 1.485], [0.056, -2.730, -3.228], [0.524, 0.285, 0.154], [-0.261, 0.782, 0.506], [1.118, -0.649, -0.491], [0.070, -0.085, 0.166], [-1.872, 1.178, 1.928], [2.446, -1.726, -0.111], [0.034, 1.556, 1.002], [-0.192, 0.093, -0.280], [-0.061, -2.688, -0.862], [0.324, 0.205, 0.130], [-0.011, 0.085, -0.094], [-0.055, 0.035, -0.063], [0.347, 0.020, 0.552], [0.522, -0.719, 0.486], [0.079, 0.296, 0.171], [-0.569, 0.146, 0.005], [0.029, -0.148, -0.054], [-0.006, 0.298, 0.401], [-0.395, 0.219, 0.568], [0.455, 0.610, -0.040], [0.102, 0.007, -0.578], [-0.450, 0.002, 0.305], [-0.513, 0.293, -0.365], [-6.348, 0.231, 1.077], [0.337, 0.373, -0.806], [-0.452, -0.494, 0.552], [-0.560, -0.084, 0.715], [0.576, -0.259, -0.061], [-1.390, 0.428, -0.113], [0.609, -0.188, -0.419], [-0.182, 0.316, 0.795], [0.873, 0.162, -0.672], [0.594, -0.135, 0.226], [0.648, -0.099, -0.642], [-0.038, 0.063, -0.292], [0.269, 0.215, 0.073], [0.404, 0.196, 0.112], [-0.352, -1.564, 0.619], [-0.856, 0.873, -0.047], [0.582, -0.118, 0.608], [1.053, 0.415, -0.738], [-0.410, 0.290, -0.917], [-1.143, -0.092, 0.276], [0.190, -0.251, -0.007], [0.374, 0.054, 0.309], [-0.314, -0.137, -0.501], [0.217, -0.592, -0.245], [-0.055, -0.134, -0.102], [0.051, 0.038, 0.135], [-0.106, 0.160, -0.333], [-0.147, 0.056, 0.086], [-0.121, -0.203, -0.682], [0.115, -0.073, 0.299], [0.221, 0.152, 0.277], [0.215, -0.596, -0.301]], "lowdin_charge": [-0.012, -0.292, 0.008, -0.003, -0.145, -0.915, 0.123, -0.023, -0.364, -0.021, -0.132, 0.112, -0.029, 0.174, 0.034, 0.089, 0.098, 0.098, 0.111, 0.130, 0.128, 0.145, 0.096, 0.099, 0.084, 0.128, 0.107, 0.141, 0.142, -0.091, -0.154, -0.024, -0.077, -0.083, -0.071, -0.021, -0.098, -0.161, -0.026, -0.081, -0.078, -0.014, -0.160, -0.126, -0.030, -0.055, -0.079, -0.027, 0.076, 0.100, 0.103, 0.102, 0.131, 0.108, 0.096, 0.097, 0.110, 0.114, 0.097, 0.095, 0.112], "homo_lumo_gap_ha": 0.1305, "total_charge": 0}

Record 5
{"formula": "C14H10F5MgNO", "method": "ωB97M-V/def2-TZVPD", "symbols": ["C", "C", "C", "C", "C", "Mg", "C", "C", "C", "N", "H", "H", "H", "H", "H", "H", "H", "H", "H", "H", "F", "C", "C", "F", "C", "F", "C", "O", "C", "F", "C", "F"], "positions_angstrom": [[1.037, -1.316, -2.730], [-0.367, -1.204, -2.958], [-1.046, -1.970, -1.980], [-0.049, -2.568, -1.115], [1.236, -2.203, -1.605], [0.157, -0.340, -0.886], [-1.377, 1.347, -1.631], [-0.091, 1.591, -2.069], [0.507, 2.204, -3.144], [1.571, 1.004, -1.008], [-2.123, -2.165, -1.944], [-0.840, -0.672, -3.802], [-0.272, -3.251, -0.290], [2.205, -2.547, -1.228], [1.812, -0.846, -3.358], [-2.171, 0.965, -2.335], [2.484, 1.293, -0.590], [-1.882, 2.037, -0.908], [-0.123, 2.835, -3.836], [1.603, 2.202, -3.283], [-0.156, 1.212, 5.940], [-0.178, 0.736, 4.690], [-0.289, 1.671, 3.662], [-0.308, 3.009, 3.880], [-0.302, 1.231, 2.354], [-0.265, 2.163, 1.354], [-0.332, -0.187, 2.048], [-0.596, -0.653, 0.877], [-0.099, -1.081, 3.141], [0.114, -2.391, 2.855], [-0.046, -0.628, 4.438], [0.187, -1.478, 5.464]], "atomic_forces_ev_per_a": [[-0.238, -1.307, -0.668], [0.556, -0.875, -0.837], [0.642, -1.031, 0.268], [-0.507, -0.842, -1.342], [-0.381, -0.044, -0.963], [0.341, 1.469, 1.224], [-1.629, 0.218, 0.137], [2.975, 3.528, -1.620], [-0.713, -0.168, 0.594], [-1.246, -1.528, 0.316], [0.463, 0.347, 0.218], [0.397, -0.132, 0.812], [0.181, 0.492, -0.227], [-0.481, 0.400, 0.025], [-0.545, -0.170, 0.745], [1.252, 0.095, 0.407], [-1.282, 1.161, -0.776], [0.979, -0.729, -0.102], [0.475, -0.738, 0.561], [-0.884, -0.156, 0.057], [0.079, 0.122, 1.299], [-0.029, 0.326, -0.441], [0.297, -0.585, -0.998], [-0.031, -0.443, 0.522], [0.160, -0.356, -0.662], [-0.444, -1.061, 1.092], [-0.488, 0.201, -0.925], [0.325, 0.329, 1.689], [0.050, 0.531, -0.620], [-0.274, 0.358, 0.318], [0.105, 0.555, -0.211], [-0.105, 0.032, 0.106]], "lowdin_charge": [-0.205, -0.234, -0.203, -0.216, -0.199, 0.312, -0.180, -0.411, -0.108, -0.181, 0.089, 0.099, 0.090, 0.087, 0.093, 0.039, -0.139, 0.035, 0.017, 0.014, 0.058, -0.196, -0.161, 0.072, -0.107, 0.067, -0.264, -0.092, -0.140, 0.068, -0.172, 0.067], "homo_lumo_gap_ha": [0.1526, 0.1525], "total_charge": -2}

Record 6
{"formula": "C3H10NS", "method": "ωB97M-V/def2-TZVPD", "symbols": ["C", "N", "H", "H", "H", "H", "C", "C", "S", "H", "H", "H", "H", "H", "H"], "positions_angstrom": [[-2.185, -1.686, -0.938], [-2.695, -0.807, -0.104], [-1.652, -2.640, -0.626], [-2.466, -1.315, -1.965], [-3.284, -0.025, -0.369], [-2.609, -0.928, 0.917], [1.360, -0.146, 0.838], [1.407, 1.263, 0.250], [3.234, 1.603, -0.223], [1.712, -0.215, 1.863], [2.057, -0.857, 0.257], [0.396, -0.623, 0.676], [0.680, 1.344, -0.686], [1.059, 2.071, 0.894], [2.988, 2.962, -0.785]], "atomic_forces_ev_per_a": [[-1.855, 2.337, 0.203], [1.273, -2.541, 0.639], [-0.615, 1.558, -0.400], [0.967, -1.441, 0.625], [0.203, 0.075, -0.497], [0.053, 0.019, -0.569], [1.360, -1.049, -1.351], [-0.263, 0.333, -2.162], [-2.179, 2.346, -0.790], [-0.314, 0.128, 0.185], [-0.815, 1.214, 0.668], [-0.360, 0.147, 0.493], [1.814, -0.295, 1.568], [0.216, -0.320, 0.316], [0.517, -2.512, 1.073]], "lowdin_charge": [0.191, 0.179, 0.160, 0.145, 0.154, 0.163, -0.224, -0.605, 0.590, 0.070, 0.088, 0.019, 0.090, 0.047, -0.068], "homo_lumo_gap_ha": 0.1897, "total_charge": 1}

Record 7
{"formula": "C3H3N3O", "method": "ωB97M-V/def2-TZVPD", "symbols": ["C", "O", "N", "C", "N", "C", "N", "H", "H", "H"], "positions_angstrom": [[-1.585, -0.036, -0.183], [-0.324, -0.605, -0.463], [0.759, -0.261, 0.346], [1.305, 1.205, 0.140], [1.522, 2.332, 0.178], [1.790, -1.089, 0.254], [2.693, -1.783, 0.130], [-1.925, 0.406, 0.757], [-2.386, -0.834, -0.239], [-1.848, 0.664, -0.919]], "atomic_forces_ev_per_a": [[-2.553, -1.254, 0.895], [0.657, -0.450, -0.265], [0.151, 5.369, 0.441], [-2.112, -3.627, 0.609], [0.152, -0.111, -0.159], [0.388, -0.893, -0.708], [0.395, -0.404, 0.214], [1.567, 0.052, 0.564], [1.291, 0.260, -0.373], [0.066, 1.058, -1.217]], "lowdin_charge": [-0.078, -0.108, -0.043, -0.115, 0.157, -0.290, 0.200, 0.098, 0.113, 0.066], "homo_lumo_gap_ha": 0.4034, "total_charge": 0, "smiles": "CON(C#N)C#N"}

Record 8
{"formula": "C2HCl3S2", "method": "ωB97M-V/def2-TZVPD", "symbols": ["C", "C", "S", "S", "Cl", "Cl", "Cl", "H"], "positions_angstrom": [[-0.699, 0.934, 0.162], [-1.488, -0.254, 0.046], [3.508, 0.764, -0.116], [0.785, 1.454, 0.147], [-3.167, 0.010, 0.567], [-0.808, -1.624, 1.011], [-1.489, -0.729, -1.692], [3.358, -0.555, -0.124]], "atomic_forces_ev_per_a": [[2.644, 1.085, -0.039], [-0.705, -1.635, -0.282], [-0.656, 0.260, 0.053], [-1.302, -0.085, 0.071], [0.132, 0.067, 0.019], [-0.096, 0.441, -0.179], [0.028, 0.224, 0.363], [-0.046, -0.357, -0.005]], "lowdin_charge": [-0.702, -1.670, 0.220, 0.730, 0.584, 0.559, 0.588, -0.310], "homo_lumo_gap_ha": [0.2466, 0.2915], "total_charge": 0}

Calculated energy relative to the best compared isomer or geometry (same formula, charge and spin) in order - 22.25, 130.20, 49.27, 838.28, 410.69, 254.37, 513.24, 263.63 kJ/mol
Calculated strongest force on any atom in order - 3.8, 2.9, 1.7, 6.4, 4.9, 3.3, 5.4, 2.9 eV Å⁻¹